(1)
88
Properties=species:S:1:pos:R:3:mulliken_spin:R:1 method="wB97M-V/def2-TZVPD" e_tot_ev=-267105.51122 spin_multiplicity=2 total_charge=+1 e_above_lowest_kcal_mol=29.8 gap_ev="6.653 / 5.298"
Ru 0.727 0.048 0.432 -0.014
N 2.918 0.018 0.334 0.006
C 3.591 -1.246 0.060 -0.002
C 4.970 -1.275 -0.096 -0.001
C 5.587 -2.463 -0.450 0.000
C 4.826 -3.608 -0.661 0.000
C 3.454 -3.572 -0.484 0.000
C 2.827 -2.386 -0.104 0.003
P 1.071 -2.271 0.370 0.002
C 1.074 -3.193 1.951 0.000
C -0.140 -3.646 2.469 0.000
C -0.184 -4.350 3.661 0.000
C 0.991 -4.620 4.351 0.000
C 2.204 -4.186 3.839 0.000
C 2.247 -3.474 2.646 0.000
C 0.290 -3.525 -0.722 0.000
C 0.156 -4.859 -0.326 -0.001
C -0.353 -5.809 -1.199 0.000
C -0.734 -5.447 -2.484 0.000
C -0.590 -4.131 -2.892 0.000
C -0.079 -3.181 -2.020 0.000
H 3.067 0.598 -0.491 -0.001
H 3.431 0.501 1.066 -0.001
H 5.550 -0.367 0.032 0.000
H 6.661 -2.495 -0.578 0.000
H 5.308 -4.530 -0.958 0.000
H 2.863 -4.466 -0.634 0.000
H -1.056 -3.490 1.910 0.000
H -1.134 -4.701 4.044 0.000
H 0.960 -5.176 5.279 0.000
H 3.125 -4.403 4.364 0.000
H 3.205 -3.147 2.265 0.000
H 0.452 -5.177 0.664 0.000
H -0.449 -6.835 -0.871 0.000
H -1.133 -6.190 -3.162 0.000
H -0.871 -3.835 -3.895 0.000
H 0.051 -2.168 -2.372 0.000
Se -2.409 3.186 1.205 0.645
Te -3.329 1.585 -0.276 0.331
Te 0.122 0.516 -2.196 0.039
Se -1.549 -0.286 -0.474 -0.039
C 1.135 -0.784 4.265 0.000
As 0.111 0.064 2.842 -0.021
C -0.256 1.700 3.848 0.030
C -1.663 -0.701 3.079 0.016
H 0.728 -0.434 5.213 0.000
H 2.181 -0.484 4.192 0.000
H 1.068 -1.865 4.221 0.000
H -1.027 1.442 4.575 0.003
H -0.616 2.502 3.218 -0.021
H 0.639 2.022 4.374 0.002
H -1.862 -0.854 4.139 0.000
H -1.769 -1.640 2.545 0.003
H -2.379 0.019 2.680 -0.008
C -0.418 6.606 -2.063 -0.003
C 0.649 6.711 -1.180 0.006
C 1.071 5.599 -0.468 0.016
C 0.418 4.377 -0.619 0.016
C -0.636 4.274 -1.518 0.032
C -1.053 5.386 -2.238 0.002
Sb 1.218 2.712 0.434 -0.005
C 1.796 3.613 2.276 -0.007
C 2.662 2.907 3.109 0.000
C 3.021 3.407 4.352 0.000
C 2.498 4.618 4.784 0.000
C 1.624 5.323 3.969 0.003
C 1.278 4.825 2.719 0.004
C 3.132 2.902 -0.549 -0.002
C 4.320 3.154 0.134 0.000
C 5.532 3.203 -0.547 0.000
C 5.572 3.000 -1.918 0.000
C 4.392 2.771 -2.613 -0.001
C 3.182 2.727 -1.933 0.003
H -0.746 7.474 -2.621 0.000
H 1.158 7.657 -1.052 0.000
H 1.922 5.689 0.200 0.001
H -1.120 3.322 -1.685 -0.038
H -1.873 5.295 -2.940 0.002
H 3.051 1.938 2.809 0.000
H 3.700 2.849 4.986 0.000
H 2.769 5.010 5.756 0.000
H 1.210 6.265 4.305 0.000
H 0.592 5.388 2.096 0.001
H 4.314 3.338 1.201 0.000
H 6.444 3.412 -0.002 0.000
H 6.516 3.038 -2.447 0.000
H 4.409 2.638 -3.687 0.000
H 2.266 2.590 -2.498 0.001

=====

(2)
14
Properties=species:S:1:pos:R:3:nbo_charge:R:1 method="wB97M-V/def2-TZVPD" e_tot_ev=-9737.44622 e_above_lowest_kcal_mol=128.8 gap_ev=9.330
C 1.209 0.294 0.638 -0.363
C -0.039 0.801 0.548 0.644
C -0.982 -0.512 -1.341 0.274
H -0.130 -1.588 1.262 0.339
H 0.774 -1.543 -0.182 0.399
H 1.684 0.682 1.654 0.238
H 2.087 0.190 -0.141 0.283
H -1.995 0.663 0.413 0.463
H -1.927 -0.469 -1.871 0.194
H 0.179 -1.300 -2.897 0.360
N 0.956 -1.098 0.790 -0.815
N -1.068 0.133 -0.170 -0.651
N 0.331 -0.809 -1.919 -0.791
O -0.417 1.536 1.473 -0.573

=====

(3)
66
Properties=species:S:1:pos:R:3:nbo_charge:R:1 method="wB97M-V/def2-TZVPD" e_tot_ev=-49776.32010 total_charge=+1 e_above_lowest_kcal_mol=88.2 gap_ev=3.160
Cd -24.880 5.326 34.517 1.713
C -23.363 5.850 31.972 -0.252
O -23.511 5.000 33.025 -0.992
H -23.044 6.876 32.155 0.177
H -22.657 5.486 31.225 0.177
H -24.262 5.996 31.373 0.139
C -26.763 3.893 32.365 0.806
O -26.468 4.569 33.381 -0.901
N -26.571 4.292 31.153 -0.774
N -27.236 2.679 32.368 -0.780
H -26.113 5.192 31.130 0.434
H -26.830 3.745 30.344 0.425
H -27.609 2.239 31.539 0.419
H -27.356 2.183 33.240 0.414
C -23.637 1.709 31.053 0.740
O -23.892 0.678 30.444 -0.662
N -23.881 1.961 32.287 -0.820
N -22.991 2.685 30.437 -0.826
H -24.504 1.363 32.811 0.406
H -23.727 2.929 32.529 0.392
H -23.143 2.718 29.439 0.397
H -22.845 3.581 30.878 0.369
C -20.074 2.877 33.635 0.739
O -18.973 2.398 33.474 -0.652
N -20.518 3.976 33.190 -0.850
N -21.064 2.227 34.152 -0.799
H -19.766 4.474 32.736 0.421
H -21.443 4.378 33.242 0.396
H -21.790 2.861 34.454 0.337
H -20.678 1.642 34.879 0.394
C -25.948 9.672 30.559 0.728
O -26.084 10.877 30.726 -0.685
N -26.332 9.245 29.378 -0.839
N -25.467 8.857 31.348 -0.805
H -26.825 9.812 28.704 0.412
H -26.023 8.338 29.057 0.381
H -25.315 7.918 31.009 0.391
H -25.074 9.188 32.217 0.406
C -25.291 5.685 28.173 0.773
O -25.728 6.207 29.172 -0.754
N -24.693 4.531 28.307 -0.822
N -25.456 6.147 26.955 -0.805
H -24.330 4.180 27.432 0.393
H -24.501 4.077 29.188 0.411
H -25.287 5.510 26.190 0.397
H -26.132 6.885 26.824 0.419
N -18.918 3.883 27.859 -0.499
C -19.184 4.571 26.727 -0.060
C -20.333 5.282 26.994 -0.322
C -20.552 5.260 28.370 -0.332
C -19.805 4.247 28.838 -0.080
H -18.228 3.151 27.948 0.420
H -18.569 4.479 25.844 0.221
H -20.676 5.960 26.227 0.217
H -21.004 6.054 28.947 0.217
H -19.600 3.884 29.835 0.220
N -17.037 7.123 31.902 -0.507
C -18.046 6.703 31.025 -0.062
C -19.096 6.314 31.741 -0.308
C -18.862 6.653 33.069 -0.339
C -17.545 7.108 33.190 -0.053
H -16.183 7.566 31.594 0.420
H -17.874 6.669 29.960 0.221
H -20.057 6.132 31.283 0.200
H -19.546 6.716 33.903 0.215
H -16.983 7.505 34.022 0.222

=====

(4)
26
Properties=species:S:1:pos:R:3:mulliken_charge:R:1 method="wB97M-V/def2-TZVPD" e_tot_ev=-82750.53902 total_charge=-1 gap_ev=7.611
C 3.032 1.229 -0.976 -1.619
C 2.282 0.163 -0.177 0.917
C 2.061 0.634 1.266 -1.280
C 0.953 -0.231 -0.831 -1.426
In -0.085 -1.976 0.108 0.827
C -2.188 -1.319 0.552 -1.271
C -2.665 -0.204 -0.364 0.287
C -3.110 1.050 0.359 -1.388
Br -4.171 -0.797 -1.530 -0.269
H 3.997 1.485 -0.523 0.429
H 3.211 0.893 -2.001 0.389
H 2.431 2.144 -1.034 0.297
H 2.919 -0.733 -0.144 0.214
H 2.865 1.289 1.617 0.407
H 1.119 1.190 1.335 0.206
H 1.981 -0.212 1.951 0.277
H 0.317 0.667 -0.848 0.298
H 1.126 -0.499 -1.880 0.380
H -0.176 -3.292 -1.083 -0.402
H 0.749 -2.471 1.592 -0.430
H -2.279 -0.968 1.587 0.328
H -2.827 -2.198 0.468 0.485
H -1.921 0.074 -1.109 0.272
H -3.890 0.813 1.087 0.385
H -3.482 1.816 -0.323 0.408
H -2.250 1.455 0.902 0.280

=====

(5)
62
Properties=species:S:1:pos:R:3:nbo_charge:R:1 method="wB97M-V/def2-TZVPD" e_tot_ev=-208828.32314 gap_ev=8.876
C 1.798 3.918 0.856 -0.643
C 1.882 2.324 1.223 -0.442
C 1.604 1.302 -0.027 -0.847
I 1.937 2.188 -2.019 0.145
Si -0.141 0.417 0.133 1.558
C -0.051 -0.558 1.836 -0.905
C 1.461 -1.052 2.224 -0.421
C 2.108 -2.182 1.230 -0.442
C 3.752 -1.929 1.057 -0.431
C 4.263 -2.210 -0.484 -0.081
O 3.876 -1.169 -1.453 -0.575
C 4.934 -0.925 -2.452 0.798
C 6.302 -0.107 -1.949 -0.739
O 4.740 -1.339 -3.713 -0.544
C -1.527 1.731 0.368 -0.983
C -1.839 2.669 -0.936 0.086
C -1.843 4.307 -0.594 -0.664
O -3.232 2.394 -1.422 -0.748
S -0.507 -1.071 -1.377 1.476
O -0.769 -2.506 -0.772 -0.852
O 0.792 -1.168 -2.265 -0.825
C -1.928 -0.730 -2.541 0.414
F -1.799 0.567 -3.304 -0.307
F -1.849 -1.794 -3.612 -0.302
C -3.431 -0.922 -1.867 0.940
F -4.482 -0.076 -2.548 -0.305
F -3.844 -2.343 -2.176 -0.318
F -3.452 -0.812 -0.391 -0.328
H 2.606 4.303 0.103 0.240
H 0.690 4.154 0.561 0.219
H 1.992 4.504 1.878 0.219
H 1.061 2.083 2.049 0.212
H 2.918 2.080 1.729 0.224
H 2.419 0.434 0.068 0.280
H -0.792 -1.482 1.761 0.278
H -0.455 0.165 2.677 0.252
H 1.376 -1.567 3.298 0.225
H 2.254 -0.200 2.346 0.211
H 2.024 -3.271 1.707 0.228
H 1.655 -2.222 0.153 0.240
H 4.362 -2.654 1.778 0.224
H 4.078 -0.837 1.326 0.198
H 3.729 -3.211 -0.832 0.202
H 5.432 -2.360 -0.511 0.185
H 6.709 0.591 -2.822 0.266
H 7.071 -0.916 -1.598 0.245
H 5.986 0.503 -0.990 0.235
H -1.143 2.469 1.223 0.268
H -2.498 1.219 0.837 0.267
H -1.103 2.544 -1.837 0.218
H -0.797 4.724 -0.928 0.219
H -2.628 4.764 -1.367 0.246
H -2.124 4.530 0.522 0.213
H -3.813 2.098 -0.662 0.469
Br -5.608 -4.543 2.879 -0.012
C -6.670 -3.299 1.816 -0.451
C -5.896 -2.036 1.518 -0.447
Br -5.836 -0.862 3.076 -0.024
H -7.598 -3.121 2.365 0.233
H -6.897 -3.838 0.892 0.233
H -6.398 -1.450 0.742 0.230
H -4.862 -2.220 1.217 0.238

=====

(6)
106
Properties=species:S:1:pos:R:3:mulliken_charge:R:1 method="wB97M-V/def2-TZVPD" e_tot_ev=-62255.72061 e_above_lowest_kcal_mol=24.6 gap_ev=7.703
C 5.344 2.431 -18.854 -1.554
C 6.359 1.284 -18.520 1.020
O 6.135 0.218 -19.372 -0.384
H 5.352 2.827 -19.868 0.385
H 5.461 3.276 -18.171 0.357
H 4.308 2.038 -18.800 0.263
H 6.079 1.074 -17.461 -0.222
H 7.403 1.642 -18.433 -0.171
H 6.762 -0.507 -19.183 0.329
C 8.857 -4.976 -16.609 0.217
C 7.793 -5.878 -16.014 -0.876
O 6.472 -5.415 -16.390 -0.368
H 9.868 -5.380 -16.444 0.553
H 8.903 -3.949 -16.279 -0.503
H 8.739 -4.976 -17.708 0.013
H 7.901 -5.854 -14.909 0.382
H 8.001 -6.920 -16.467 0.315
H 6.407 -5.435 -17.342 0.203
C 7.001 -2.877 -14.265 -0.951
C 5.863 -2.072 -14.827 1.448
O 6.325 -0.694 -14.991 -0.594
H 6.885 -3.985 -14.348 0.304
H 7.095 -2.591 -13.228 0.311
H 7.916 -2.602 -14.756 -0.093
H 4.919 -2.111 -14.243 0.476
H 5.694 -2.354 -15.907 -1.270
H 6.732 -0.472 -14.200 0.276
C 9.100 1.201 -14.737 -0.784
C 8.787 0.126 -13.647 -0.225
O 7.677 0.377 -12.896 -0.604
H 8.263 1.434 -15.413 0.011
H 9.961 0.992 -15.386 0.054
H 9.299 2.107 -14.204 0.531
H 9.609 0.028 -12.997 0.715
H 8.763 -0.878 -14.134 -0.070
H 7.764 -0.187 -12.097 0.352
C 9.895 1.277 -18.266 -0.528
C 11.384 0.994 -18.369 -0.636
O 11.988 1.990 -19.145 -0.559
H 9.532 1.515 -19.216 0.653
H 9.735 2.188 -17.646 0.564
H 9.452 0.386 -17.883 -0.642
H 11.628 0.035 -18.848 -0.044
H 11.840 0.974 -17.387 0.662
H 12.616 2.453 -18.629 0.333
C 2.145 -3.893 -17.012 -1.764
C 3.565 -4.430 -16.803 1.732
O 3.693 -4.877 -15.492 -0.674
H 1.903 -3.262 -16.150 0.412
H 1.365 -4.654 -16.905 0.383
H 1.991 -3.489 -17.988 0.385
H 4.301 -3.642 -16.820 -0.627
H 3.774 -5.239 -17.550 0.040
H 4.572 -5.166 -15.446 0.317
C 10.741 0.457 -21.914 0.225
O 10.154 -0.287 -20.890 -0.633
N 11.689 1.289 -21.717 -0.346
N 10.302 0.392 -23.133 -0.430
H 11.843 1.630 -20.709 0.373
H 12.342 1.623 -22.395 0.187
H 9.422 -0.193 -23.150 0.319
H 10.515 1.131 -23.803 0.201
C 10.838 -3.565 -19.436 0.056
O 11.027 -2.305 -18.874 -0.332
N 11.645 -4.503 -19.447 -0.318
N 9.640 -3.892 -19.903 -0.070
H 12.512 -4.359 -18.942 0.309
H 11.363 -5.469 -19.762 0.198
H 8.907 -3.168 -19.626 0.116
H 9.239 -4.877 -20.032 0.308
C 7.933 -2.056 -18.057 0.135
O 8.632 -1.635 -16.895 0.701
N 8.195 -1.658 -19.274 0.314
N 6.926 -2.880 -17.979 1.629
H 9.034 -1.038 -19.488 -0.909
H 7.625 -1.877 -20.100 0.199
H 6.751 -3.130 -17.022 -1.280
H 6.292 -3.097 -18.743 -0.177
C 4.249 -4.262 -20.649 0.311
O 4.583 -3.776 -19.429 -0.512
N 4.888 -3.933 -21.687 -0.254
N 3.273 -5.015 -20.900 -0.356
H 5.524 -3.149 -21.566 0.260
H 4.896 -4.475 -22.580 0.206
H 2.819 -5.384 -20.081 0.284
H 3.008 -5.394 -21.796 0.178
C 7.140 -1.147 -22.628 0.313
O 6.680 -1.846 -21.508 -0.918
N 8.282 -1.356 -23.237 -0.517
N 6.412 -0.122 -23.022 -0.385
H 8.960 -2.036 -22.859 0.254
H 8.343 -1.198 -24.238 0.340
H 5.506 0.006 -22.588 0.265
H 6.652 0.486 -23.850 0.221
C 11.718 -2.478 -15.608 -0.656
O 11.097 -1.262 -15.781 -0.375
H 12.844 -2.410 -15.775 0.218
H 11.442 -3.242 -16.329 0.003
H 11.490 -2.959 -14.713 0.387
H 10.240 -1.420 -16.204 0.179
C 3.880 -0.620 -17.412 -0.282
O 4.123 0.078 -16.216 -0.644
H 3.105 -1.356 -17.243 0.133
H 4.814 -1.114 -17.756 0.157
H 3.506 0.022 -18.238 0.143
H 4.945 -0.296 -15.778 0.418

=====

(7)
100
Properties=species:S:1:pos:R:3:mulliken_spin:R:1 method="wB97M-V/def2-TZVPD" e_tot_ev=-83454.20400 spin_multiplicity=2 total_charge=-1 e_above_lowest_kcal_mol=0.0 gap_ev="3.953 / 6.256"
Hg -0.268 -0.106 0.214 0.059
C -2.210 3.343 0.523 -0.037
C -3.545 2.697 0.852 -0.001
C -4.559 2.971 -0.271 0.006
C -3.536 1.221 1.146 -0.002
C -4.646 0.648 1.785 0.000
C -4.369 -0.693 1.836 0.000
N -3.177 -0.896 1.260 -0.001
N -2.658 0.266 0.838 -0.003
B -2.617 -2.313 1.056 0.001
N -1.316 -2.548 1.825 0.001
C -1.288 -3.279 2.945 0.000
C 0.009 -3.343 3.387 0.000
C 0.742 -2.595 2.452 0.001
N -0.084 -2.114 1.523 -0.002
C 2.233 -2.436 2.579 0.000
C 2.885 -3.825 2.632 0.000
C 2.939 -1.617 1.491 -0.001
N -2.429 -2.597 -0.432 0.001
C -3.136 -3.477 -1.159 0.001
C -2.674 -3.434 -2.455 0.002
C -1.658 -2.466 -2.427 -0.024
N -1.532 -1.980 -1.199 -0.007
C -0.831 -2.016 -3.588 -0.068
C -1.740 -1.434 -4.672 0.005
C -0.011 -3.186 -4.134 0.024
H -2.357 4.407 0.326 0.005
H -1.756 2.891 -0.351 0.028
H -1.530 3.237 1.360 -0.004
H -3.927 3.174 1.766 0.000
H -4.209 2.535 -1.204 0.001
H -4.681 4.046 -0.416 -0.002
H -5.532 2.543 -0.032 0.001
H -5.516 1.158 2.149 0.000
H -4.936 -1.506 2.240 0.000
H -3.427 -3.087 1.471 0.000
H -2.184 -3.693 3.363 0.000
H 0.370 -3.858 4.255 0.000
H 2.406 -1.935 3.543 0.000
H 2.646 -4.388 1.731 0.000
H 2.536 -4.386 3.493 0.000
H 3.967 -3.727 2.710 0.000
H 2.925 -2.180 0.553 0.002
H 4.000 -1.518 1.805 0.000
H 2.265 0.126 2.082 0.001
H -3.915 -4.070 -0.721 0.000
H -3.013 -4.017 -3.292 0.000
H -0.159 -1.231 -3.233 0.078
H -2.464 -2.178 -4.999 0.006
H -1.158 -1.109 -5.534 -0.012
H -2.277 -0.577 -4.275 0.008
H -0.673 -3.975 -4.489 0.006
H 0.629 -3.596 -3.357 0.002
H 0.618 -2.861 -4.962 -0.015
C -0.263 3.354 -4.260 0.051
N -0.851 2.431 -3.354 0.022
C -2.130 1.934 -3.348 0.105
C -2.202 1.062 -2.303 -0.039
N -1.014 1.004 -1.658 -0.020
C -0.193 1.859 -2.289 0.215
P 1.583 1.945 -2.128 0.384
C 2.087 0.223 -1.875 0.104
N 1.353 -0.710 -1.260 0.035
C 1.856 -1.910 -1.629 -0.024
C 2.879 -1.735 -2.512 0.063
N 3.014 -0.383 -2.687 0.018
C 3.989 0.304 -3.468 0.046
C 1.525 2.363 -0.287 0.051
N 0.697 1.903 0.636 -0.023
C 0.852 2.682 1.735 0.000
C 1.786 3.641 1.483 0.005
N 2.199 3.439 0.196 -0.122
C 3.172 4.204 -0.528 0.087
H -1.026 3.756 -4.924 0.009
H 0.517 2.857 -4.851 -0.017
H 0.210 4.175 -3.711 -0.004
H -2.847 2.225 -4.090 0.018
H -3.033 0.468 -1.975 0.001
H 1.432 -2.826 -1.257 -0.006
H 3.506 -2.436 -3.027 0.007
H 4.652 -0.416 -3.945 0.006
H 4.582 0.974 -2.840 -0.003
H 3.500 0.911 -4.238 -0.015
H 0.308 2.490 2.641 -0.004
H 2.173 4.429 2.101 0.008
H 3.802 4.758 0.169 0.008
H 2.687 4.912 -1.210 -0.020
H 3.793 3.531 -1.120 -0.009
O 2.413 -0.359 1.222 0.005
N 2.109 0.841 3.593 0.001
C 3.250 1.083 4.215 0.000
C 3.417 1.020 5.582 0.000
C 2.306 0.634 6.345 0.000
C 1.120 0.369 5.718 0.000
C 1.017 0.507 4.311 0.000
S -0.485 0.295 3.552 0.000
H 4.079 1.360 3.566 0.000
H 4.368 1.246 6.044 0.000
H 2.397 0.530 7.419 0.000
H 0.243 0.045 6.256 0.000

=====

(8)
13
Properties=species:S:1:pos:R:3:nbo_charge:R:1 method="wB97M-V/def2-TZVPD" e_tot_ev=-18622.42204 e_above_lowest_kcal_mol=106.7 gap_ev=8.483
C 0.151 -0.071 1.264 -0.546
C -0.222 -0.295 -0.203 -0.363
C -1.490 -0.885 -0.499 -0.245
C 0.164 1.059 -0.758 -0.012
C 0.837 2.209 -0.904 -0.216
C 0.716 -1.282 -0.680 0.282
H 1.157 0.309 1.249 0.240
H -0.434 0.649 1.650 0.223
H 0.417 -0.994 2.014 0.235
H -1.334 -2.005 -0.506 0.221
H 1.290 3.331 -0.987 0.297
N 1.653 -1.908 -1.078 -0.272
S -2.905 -0.118 -0.561 0.156